Record 1
This record from OMol25 describes one molecule with the formula C5H5NO. The level of theory is the ωB97M-V functional and the def2-TZVPD basis.

Structure (XYZ):
```
12
Properties=species:S:1:pos:R:3:forces:R:3:mulliken_charge:R:1
N 0.480981 -2.140664 -1.750114 -0.14 1.06 0.30 -0.43
C 0.354713 -1.035630 -1.428972 0.10 -0.89 -0.25 0.05
C 0.204478 0.335942 -0.993144 0.00 0.00 -0.16 0.00
C 0.926537 0.752959 0.265819 0.16 0.03 0.10 -0.70
C -0.563201 0.609945 0.281658 -0.11 0.06 0.05 0.06
C -1.194223 -0.516911 1.056572 -0.06 0.08 0.36 -0.22
O -1.424696 -0.439004 2.237852 0.07 0.02 -0.53 -0.44
H 0.116720 1.055586 -1.801503 0.01 -0.12 0.14 0.38
H 1.511216 -0.009505 0.771360 -0.09 0.11 -0.09 0.29
H 1.347708 1.752427 0.298474 -0.09 -0.17 -0.03 0.26
H -1.144952 1.528458 0.299705 0.09 -0.14 0.03 0.38
H -1.455892 -1.423182 0.478527 0.06 -0.02 0.06 0.35
```
Positions in Å, forces in eV/Å.

Output
**E**: -323.46554 Eh
**Orbital gap**: 10.8 eV
**LUMO level**: 0.44 eV
**SMILES**: N#C[C@@H]1C[C@@H]1C=O
**Total charge**: 0
**Maximum force**: 1.1 eV/Å
**Molar mass**: 95.101 g/mol



Record 2
This record from OMol25 describes one molecule with the formula C5H5NO. The level of theory is the ωB97M-V functional and the def2-TZVPD basis.

Structure (XYZ):
```
12
Properties=species:S:1:pos:R:3:forces:R:3:mulliken_charge:R:1
N 2.777351 1.491090 0.378751 -0.62 -0.90 -0.23 -0.40
C 2.167061 0.563716 0.046832 0.50 0.82 0.29 0.14
C 1.437378 -0.568872 -0.449477 -0.18 -0.02 -0.14 -0.40
C 0.124596 -0.542525 -0.681939 0.22 -0.08 0.06 -0.06
C -0.834385 0.513364 -0.230138 0.09 -0.03 -0.01 -0.50
C -1.648271 -0.105496 0.903701 0.09 -0.22 0.24 0.02
O -1.198649 -0.953022 1.633928 -0.30 0.37 -0.26 -0.44
H 2.014609 -1.466882 -0.643749 0.00 0.19 -0.15 0.33
H -0.329294 -1.429968 -1.117357 0.10 0.06 0.10 0.35
H -1.505851 0.859948 -1.024955 0.10 -0.14 0.10 0.30
H -0.312229 1.396380 0.165103 -0.08 -0.14 -0.04 0.31
H -2.692319 0.242264 1.019305 0.09 0.10 0.04 0.35
```
Positions in Å, forces in eV/Å.

Output
**E**: -323.47326 Eh
**Orbital gap**: 10.7 eV
**LUMO level**: 0.40 eV
**SMILES**: N#C/C=C\CC=O
**Total charge**: 0
**Maximum force**: 1.1 eV/Å
**Molar mass**: 95.101 g/mol



Record 3
This record from OMol25 describes one molecule with the formula C5H5NO. The level of theory is the ωB97M-V functional and the def2-TZVPD basis.

Structure (XYZ):
```
12
Properties=species:S:1:pos:R:3:forces:R:3:mulliken_charge:R:1
N -0.458157 -2.135842 -2.229111 0.22 0.80 0.75 -0.39
C -0.240717 -1.313933 -1.443740 -0.30 -0.64 -0.58 -0.18
C 0.133669 -0.288751 -0.505997 0.54 0.17 -0.33 0.65
C 0.076829 1.113565 -0.653051 0.09 -0.06 -0.47 -0.65
C -0.564893 0.408484 0.990268 -0.26 -0.22 0.64 0.07
C 0.682420 -0.461251 0.882673 0.12 -0.11 -0.01 -0.39
O -1.573370 -0.317745 0.581831 -0.25 0.09 0.13 -0.63
H 0.962329 1.676321 -0.372182 -0.16 -0.09 0.14 0.28
H -0.578265 1.555104 -1.396764 0.04 -0.05 0.11 0.32
H -0.665012 1.205236 1.749450 0.09 -0.04 -0.29 0.40
H 1.662802 -0.008318 1.031274 -0.10 -0.02 -0.03 0.23
H 0.572231 -1.448270 1.325813 -0.03 0.16 -0.05 0.29
```
Positions in Å, forces in eV/Å.

Output
**E**: -323.33291 Eh
**Orbital gap**: 8.2 eV
**LUMO level**: -0.83 eV
**Total charge**: 0
**Maximum force**: 1.1 eV/Å
**Molar mass**: 95.101 g/mol